No. 1
Density functional theory data (the ωB97M-V functional and the def2-TZVPD basis) for a cluster of 5 separate species, C22H56ClN4O11 in total.

Output
ΔE to the lowest compared entry with this formula, charge and spin in kcal per mole: 26.6
Net charge: -1
Lowest unoccupied orbital energy in hartree: 0.0728
HOMO-LUMO gap in eV: 7.55
HOMO energy in eV: -5.57
Calculated total energy in hartree: -2378.1797

XYZ file:
```
94
C22H56ClN4O11 the ωB97M-V functional and the def2-TZVPD basis
Cl -1.92166 2.48818 2.83073
O -0.49630 2.20452 2.87903
O -2.25305 3.93673 2.94756
O -2.40946 1.96774 1.54452
O -2.59727 1.79132 3.87414
C 10.10255 -2.94678 5.72204
O 9.41056 -1.92551 4.93485
C 8.14082 -1.63149 5.43365
C 7.50386 -0.35270 4.72099
N 7.65509 -0.75245 3.34776
C 7.32929 0.22788 2.35072
C 7.20060 -0.30846 0.88009
O 8.50213 -0.53785 0.34499
C 8.42172 -1.02374 -1.02779
H 11.09832 -2.99837 5.28171
H 9.72870 -3.96856 5.65645
H 9.99768 -2.60594 6.75205
H 8.18957 -1.52255 6.51710
H 7.34975 -2.38085 5.40574
H 8.22996 0.35707 5.11735
H 6.45270 -0.27229 4.99790
H 8.58361 -1.14046 3.26180
H 7.95734 1.11866 2.36267
H 6.33762 0.64441 2.52730
H 6.79216 0.53527 0.32385
H 6.52482 -1.16147 0.81837
H 9.40991 -1.22884 -1.43951
H 7.97698 -0.33177 -1.74295
H 7.65029 -1.77980 -1.17394
C -8.33251 4.28301 4.65397
O -8.96309 3.25445 3.96813
C -9.09575 2.09191 4.85801
C -9.53210 0.76595 4.20195
N -10.65352 1.03565 3.29457
C -11.17261 -0.24077 2.68960
C -10.20441 -1.08746 1.91920
O -10.09044 -0.55184 0.60083
C -9.20349 -1.22469 -0.29639
H -7.39493 4.07369 5.16899
H -8.92293 4.93366 5.29909
H -7.91251 5.00606 3.95478
H -9.89101 2.39151 5.54056
H -8.17644 1.86367 5.39734
H -9.79062 0.12963 5.04834
H -8.65986 0.44810 3.63074
H -11.45917 1.34114 3.82155
H -12.00979 0.02298 2.04333
H -11.48500 -0.90750 3.49332
H -10.60927 -2.09585 2.00485
H -9.25359 -1.30092 2.40756
H -9.52394 -2.21871 -0.60839
H -8.22909 -1.36564 0.17135
H -9.05885 -0.52110 -1.11623
C -1.01920 -6.04167 -13.59160
O -1.85279 -6.10200 -12.49164
C -1.90316 -7.37266 -11.81315
C -2.90602 -7.40638 -10.67493
N -2.39109 -6.78602 -9.47954
C -3.25192 -6.69024 -8.31216
C -2.73333 -5.78771 -7.23597
O -2.78089 -4.42818 -7.57333
C -2.00618 -3.62899 -6.64828
H -0.91533 -6.93759 -14.20367
H 0.01014 -5.93206 -13.25021
H -1.25647 -5.21220 -14.25778
H -0.86790 -7.56850 -11.53388
H -2.20125 -8.08969 -12.57808
H -3.14055 -8.44546 -10.44383
H -3.81091 -6.88229 -10.98257
H -1.96046 -5.89162 -9.66587
H -3.32362 -7.68838 -7.88009
H -4.26245 -6.36256 -8.55620
H -1.73310 -6.09196 -6.92761
H -3.34496 -5.92662 -6.34450
H -0.96233 -3.84242 -6.41818
H -2.54497 -3.66641 -5.70150
H -2.13450 -2.60600 -7.00200
C 4.32412 7.63791 3.59323
C 5.48307 7.48011 4.74723
C 5.86868 8.72479 5.52285
O 6.21155 9.83866 4.63694
C 7.37776 9.63774 3.85682
N 4.85692 6.50820 5.63179
H 4.10830 6.84757 2.87428
H 4.72258 8.43042 2.95977
H 3.40934 8.01613 4.04953
H 6.30288 7.04747 4.17378
H 6.75980 8.40068 6.06040
H 5.11139 8.79865 6.30332
H 8.24719 9.33962 4.44275
H 7.58035 10.54289 3.28431
H 7.14370 8.92157 3.06915
H 4.61098 5.83398 4.92113
H 3.93120 6.85240 5.84310
```


No. 2
Density functional theory data (the ωB97M-V functional and the def2-TZVPD basis) for a structure of composition C15H20NO3ReSSbSe4.

Output
Spin multiplicity: 4
Net charge: 0
Lowest unoccupied orbital energy (alpha / beta) in hartree: -0.0599 / -0.0562
HOMO-LUMO gap (alpha / beta) in eV: 5.50 / 5.48
HOMO energy (alpha / beta) in eV: -7.13 / -7.01
Calculated total energy in hartree: -11186.4054

XYZ file:
```
46
C15H20NO3ReSSbSe4 the ωB97M-V functional and the def2-TZVPD basis
Re 1.14528 0.72862 -0.36872
C -3.11624 -0.73257 2.72844
O -1.91901 -0.10918 3.11021
C -1.93026 1.25847 3.04826
C -0.99254 1.88203 2.10172
O -0.80445 1.09131 0.87378
C -1.94429 1.34002 0.02581
C -2.07929 0.22162 -0.93781
O -0.77708 -0.29408 -1.35109
C -0.59889 -0.78815 -2.71867
H -3.92582 -0.47458 3.45544
H -3.31222 -0.23727 1.80330
H -2.96389 -1.77305 2.62443
H -2.94605 1.55066 2.73803
H -1.66660 1.75926 4.06507
H -1.40725 2.89879 1.77562
H 0.04687 1.91818 2.50428
H -2.82166 1.36391 0.66992
H -1.88289 2.31831 -0.39339
H -2.50861 -0.67575 -0.53582
H -2.67542 0.64426 -1.75828
H -1.47246 -1.42342 -2.85034
H -0.40677 0.09285 -3.29986
H 0.28824 -1.44788 -2.59238
S 3.58567 -2.07887 -2.84723
C 3.82088 -0.54004 -3.50884
C 3.20561 0.43505 -2.82123
C 2.52167 -0.03736 -1.60979
C 2.73999 -1.40390 -1.48359
C 2.12139 -2.09430 -0.39673
C 2.18575 -3.45482 -0.17701
C 1.40977 -3.97137 0.89388
C 0.60493 -3.12686 1.64744
C 0.60710 -1.78082 1.35533
N 1.35868 -1.26487 0.35185
H 4.35616 -0.37997 -4.40038
H 3.13668 1.51536 -3.00339
H 2.81417 -4.07634 -0.77602
H 1.60717 -4.99185 1.12305
H 0.02916 -3.53241 2.45718
H 0.03405 -1.02226 1.84768
Se -0.97750 5.58718 0.15107
Sb 1.15713 4.65942 -0.39599
Se 0.80152 2.39199 -2.09791
Se 2.35974 1.78454 1.30978
Se 1.19160 6.27015 -2.33705
```


No. 3
Density functional theory data (the ωB97M-V functional and the def2-TZVPD basis) for the molecule C11H11N3.

Output
ΔE to the lowest compared entry with this formula, charge and spin in kcal per mole: 103.8
Net charge: 0
Lowest unoccupied orbital energy (alpha / beta) in hartree: 0.0232 / 0.0175
HOMO-LUMO gap (alpha / beta) in eV: 7.86 / 7.61
HOMO energy (alpha / beta) in eV: -7.23 / -7.13
Calculated total energy in hartree: -589.8841

XYZ file:
```
25
C11H11N3 the ωB97M-V functional and the def2-TZVPD basis
C 3.51474 -0.39017 0.30199
C 2.96790 0.86273 0.77876
C 2.65824 -1.37995 -0.05895
C 1.66215 1.17735 0.68950
C 0.24444 -1.85087 -0.53018
C 1.32942 -1.09201 -0.05754
C 0.79153 0.17212 0.32526
C -0.88108 -1.07703 -0.48849
C -2.32334 -1.54197 -0.35882
C -1.35791 1.26068 0.26001
C -2.11840 2.07863 -0.79089
N -2.79220 -1.26175 1.03514
N -2.65812 -0.32614 1.69713
N -0.51520 0.19828 -0.06619
H 4.52091 -0.78801 0.48193
H 3.73146 1.66112 0.93609
H 2.99960 -2.29507 -0.51817
H 1.33618 2.14883 0.96330
H 0.31900 -2.77563 -0.96815
H -2.90396 -0.82351 -1.02183
H -2.57811 -2.56769 -0.62514
H -1.09866 1.81826 1.17025
H -2.62153 1.52912 -1.62067
H -1.29424 2.61035 -1.24991
H -2.93282 2.65234 -0.28441
```


No. 4
Density functional theory data (the ωB97M-V functional and the def2-TZVPD basis) for a cluster of 2 separate species, C3H7NO in total.

Output
ΔE to the lowest compared entry with this formula, charge and spin in kcal per mole: 78.7
Net charge: 0
Lowest unoccupied orbital energy in hartree: 0.0217
HOMO-LUMO gap in eV: 10.11
HOMO energy in eV: -9.52
SMILES: C=NC.C=O
Calculated total energy in hartree: -248.4011

XYZ file:
```
12
C3H7NO the ωB97M-V functional and the def2-TZVPD basis
C 1.59106 0.17593 2.44421
N 0.67959 0.70389 3.15371
C -0.75523 0.74639 2.76582
H 2.44517 0.16622 3.04038
H 1.59884 -0.52086 1.56986
H -1.05634 1.55369 2.20344
H -1.37169 0.72385 3.73207
H -1.01283 -0.07284 2.14684
C -0.48062 -0.85421 -5.26544
O -1.46674 -0.21950 -5.66068
H 0.46660 -0.85708 -5.73659
H -0.63781 -1.54547 -4.39361
```